{"formula": "C6H9NO4", "method": "the ωB97M-V functional and the def2-TZVPD basis", "e_above_lowest_kcal_mol": 35.24, "energy_ha": -589.7297, "orbital_gap_ev": 10.509, "smiles": "O=C(O)[C@H]1CN[C@H](C(=O)O)C1", "homo_ev": -10.47, "symbols": ["C", "C", "C", "C", "C", "C", "H", "H", "H", "H", "H", "H", "H", "H", "H", "N", "O", "O", "O", "O"], "positions_angstrom": [[0.745, -0.913, 1.898], [1.166, 0.011, 0.756], [1.217, -0.822, -0.507], [-0.894, 0.330, -0.379], [0.125, 1.022, 0.595], [-1.716, 1.409, -1.002], [-0.369, -2.068, 0.788], [2.165, 0.249, 1.099], [1.119, -1.901, -0.291], [2.068, -0.492, -1.224], [-0.389, -1.218, -1.725], [-1.593, -0.334, 0.191], [0.470, 1.863, 0.112], [-0.359, 1.373, 1.466], [-0.780, 0.855, -2.543], [-0.005, -0.272, -1.322], [-0.184, -1.965, 1.729], [1.096, -0.748, 3.043], [-1.539, 1.497, -2.388], [-2.344, 2.124, -0.296]]}